The molecule C12H25N4OP. Source: OMol25; level of theory: ωB97M-V/def2-TZVPD.

Geometry as ORCA input:
```
! RIJCOSX wB97M-V def2-TZVPD def2/J DEFGRID3
* xyz 0 1
C -3.46510 -1.63469 -0.65338
H -3.33740 -0.99194 -1.52040
H -3.33795 -2.66621 -0.97172
H -4.47648 -1.51532 -0.27235
C -2.45555 -1.26988 0.43077
N -1.09249 -1.27558 -0.07916
P -0.21364 0.03783 0.51585
O -0.27293 0.27526 1.96835
N -0.79559 1.36920 -0.31694
C -1.25174 2.52854 0.42125
H -0.77038 3.42755 0.01070
C -2.76621 2.72753 0.40282
H -3.26696 1.86765 0.84041
H -3.13305 2.86594 -0.61138
H -3.02173 3.60869 0.98614
H -0.92482 2.39898 1.45401
C -1.09143 1.36923 -1.73909
C -0.06432 0.61236 -2.56312
H -0.02023 -0.42689 -2.25326
H 0.92303 1.05394 -2.44858
H -0.34137 0.65620 -3.61449
H -1.11341 2.41636 -2.06442
H -2.08371 0.93989 -1.92598
C 1.50384 -0.17950 -0.03402
N 2.02715 -1.11116 -0.80046
C 3.34553 -0.83194 -0.89282
C 3.63045 0.29345 -0.17149
N 2.45422 0.70247 0.37473
C 2.26710 1.86876 1.18868
H 3.22588 2.17371 1.60690
H 1.57228 1.64211 1.99542
H 1.85960 2.69040 0.59375
H 4.54952 0.81765 -0.00496
H 4.00162 -1.45516 -1.46661
C -0.46105 -2.58101 -0.17367
C -0.01171 -3.14432 1.17188
H 0.49827 -4.09370 1.02842
H 0.67422 -2.44219 1.64180
H -0.85537 -3.30033 1.84087
H 0.41279 -2.47471 -0.81885
H -1.17263 -3.26106 -0.65056
H -2.65978 -0.25796 0.79358
H -2.56859 -1.94984 1.28344
*
```

## Properties
Kohn-Sham gap   9.437 eV


A structure of composition C16H32O32S8. Source: OMol25; level of theory: ωB97M-V/def2-TZVPD.

Geometry as ORCA input:
```
! RIJCOSX wB97M-V def2-TZVPD def2/J DEFGRID3
* xyz 0 1
C 4.50657 -17.05217 10.48349
C 5.31771 -15.74275 10.48606
O 5.56117 -15.49759 11.86494
S 5.12020 -16.74000 12.81726
O 3.81087 -16.51249 13.33104
O 6.21604 -16.95397 13.68727
O 5.04137 -17.77290 11.58991
H 4.66406 -17.60481 9.56325
H 3.45292 -16.79041 10.60561
H 4.69914 -14.92656 10.12456
H 6.18471 -15.95537 9.86137
C 2.17095 -20.69662 11.94853
C 1.79477 -19.91862 13.23482
O 1.44893 -18.63228 12.72270
S 0.63938 -18.79399 11.34272
O 0.79045 -17.58414 10.61680
O -0.67243 -19.29585 11.57354
O 1.61410 -19.94811 10.85814
H 1.70073 -21.67784 11.94413
H 3.24318 -20.79153 11.79982
H 2.61036 -19.86022 13.94661
H 0.89439 -20.33878 13.68397
C 1.05587 -16.19802 15.19697
C -0.02765 -16.03325 14.13974
O -0.70632 -14.88636 14.66918
S 0.36078 -13.79570 15.13069
O -0.25667 -13.07286 16.17882
O 0.95136 -13.12951 14.01700
O 1.40736 -14.89097 15.63956
H 1.88758 -16.85643 14.95302
H 0.64004 -16.75804 16.04464
H -0.74273 -16.84578 14.06562
H 0.35643 -15.79672 13.14428
C 0.82885 -13.94634 10.42303
C 0.82784 -12.66570 9.57203
O 1.76847 -12.87668 8.54243
S 1.93072 -14.43368 8.22453
O 3.26469 -14.71516 7.83909
O 0.86593 -14.81717 7.35089
O 1.57239 -14.93544 9.69531
H -0.17662 -14.30555 10.62747
H 1.35326 -13.77841 11.36257
H 0.97970 -11.73415 10.11909
H -0.16044 -12.41826 9.16201
C 2.70139 -25.59472 14.09077
C 2.97887 -26.71093 13.07551
O 3.44974 -26.06864 11.86769
S 3.73101 -24.51232 12.11370
O 3.35472 -23.75387 10.97228
O 5.02642 -24.29989 12.65791
O 2.64194 -24.39490 13.29549
H 3.48763 -25.44923 14.83006
H 1.73787 -25.64025 14.59068
H 2.11848 -27.29870 12.77914
H 3.84290 -27.26795 13.43280
C -1.51519 -17.05160 7.89883
C -1.25265 -17.54905 6.47857
O -1.90497 -18.83062 6.33264
S -2.73743 -19.22777 7.63251
O -1.96746 -20.12572 8.43120
O -4.08382 -19.51939 7.29530
O -2.69474 -17.77698 8.30012
H -1.71457 -15.98687 7.87795
H -0.74144 -17.34267 8.60824
H -0.21482 -17.64513 6.17937
H -1.79462 -16.89385 5.79576
C 5.43978 -22.63616 8.18628
C 5.31110 -21.38828 9.05443
O 6.31222 -21.54797 10.07767
S 7.14838 -22.91780 9.91061
O 7.26509 -23.52400 11.18270
O 8.27043 -22.77324 9.05249
O 5.93829 -23.61972 9.10036
H 6.20364 -22.52524 7.41396
H 4.50436 -22.99662 7.77250
H 4.35278 -21.35791 9.57213
H 5.48759 -20.44396 8.54450
C -4.80506 -19.78831 10.75006
C -4.06263 -20.24985 12.00966
O -4.92178 -20.14091 13.11640
S -6.28171 -19.34104 12.77377
O -6.15973 -18.02740 13.30175
O -7.39060 -20.16526 13.09608
O -6.11686 -19.37046 11.18716
H -5.00656 -20.54342 9.99417
H -4.36091 -18.93068 10.24530
H -3.10383 -19.74352 12.11774
H -3.78392 -21.28868 11.81230
*
```

## Properties
Relative energy (zero: lowest compared OMol25 entry of this formula, charge and spin)   24.86 kcal/mol
Kohn-Sham gap   10.700 eV


A structure of composition C4H4CrO5. Source: OMol25; level of theory: ωB97M-V/def2-TZVPD.

Geometry as ORCA input:
```
! RIJCOSX wB97M-V def2-TZVPD def2/J DEFGRID3
* xyz 0 5
O -1.24030 1.55100 1.62725
C -1.22131 1.87566 2.99920
O -1.45356 3.00545 3.41965
O -0.75561 0.87595 3.68915
H 0.09710 -2.11876 -2.47822
O -0.66543 -1.18177 -0.80360
C 0.03502 -1.10307 -2.07635
C 1.38376 -0.51342 -1.67531
O 1.24644 -0.36750 -0.23370
C 0.02249 -0.61442 0.14833
H -0.54780 -0.46418 -2.74697
H 1.58060 0.47527 -2.10187
H 2.23073 -1.18255 -1.85533
Cr -0.71213 -0.23766 2.08777
*
```

## Properties
<S²>   6.04
Relative energy (zero: lowest compared OMol25 entry of this formula, charge and spin)   36.09 kcal/mol
Kohn-Sham gap (alpha / beta)   7.853 / 7.776 eV


A structure of composition C33H25ClFN5O7S2Sn. Source: OMol25; level of theory: ωB97M-V/def2-TZVPD.

Geometry as ORCA input:
```
! RIJCOSX wB97M-V def2-TZVPD def2/J DEFGRID3
* xyz 2 1
Sn -0.36285 1.04140 1.47666
O 0.20870 -4.83012 0.12453
C 0.54792 -4.67193 1.39973
O 0.98495 -5.56792 2.06302
C 0.38909 -3.30105 1.98155
C 0.72238 -2.95788 3.29041
Cl 1.36113 -3.88163 4.54311
N 0.47856 -1.64158 3.45758
N 0.00401 -1.11383 2.32420
C -0.04056 -2.08804 1.42686
C -0.44700 -1.66594 0.05337
O -0.59493 -2.46796 -0.85406
O -0.62046 -0.38650 -0.08524
C 0.72834 -0.79807 4.59209
C 0.01715 -0.99515 5.76358
C 0.27281 -0.16038 6.84038
C 1.21655 0.85316 6.72868
C 1.91597 1.03657 5.54346
C 1.68018 0.20143 4.46087
H -0.13885 -4.00520 -0.28491
H -0.71151 -1.79198 5.83239
H -0.26203 -0.30471 7.76902
H 1.41614 1.49569 7.57552
H 2.66238 1.81597 5.46639
H 2.23308 0.30191 3.53451
C 2.93035 -2.89844 -3.90223
C 3.78275 -1.63617 -3.82096
C 4.32377 -1.14508 -5.15219
C 3.19668 -0.67261 -6.05632
C 2.32274 0.31458 -5.34450
C 1.57244 1.23366 -6.04194
C 0.75898 2.12833 -5.35707
F 0.04880 2.99594 -6.04990
C 0.65917 2.14898 -3.96812
C 1.40178 1.24916 -3.24652
C 1.28002 1.23595 -1.76460
O 0.46186 1.94664 -1.20459
C 2.16081 0.28709 -1.08215
C 2.92250 -0.55847 -1.82227
N 2.96742 -0.55704 -3.18132
C 2.24264 0.32362 -3.92037
C 2.23288 0.11245 0.41998
O 2.77840 -0.87715 0.85966
O 1.69596 1.06615 1.12385
H 3.53111 -3.70616 -4.31826
H 2.05507 -2.75450 -4.53567
H 2.58714 -3.20603 -2.91436
H 4.61307 -1.80058 -3.13472
H 4.87632 -1.95935 -5.61899
H 5.03145 -0.33149 -4.97907
H 2.57880 -1.51752 -6.37511
H 3.58886 -0.22115 -6.96683
H 1.60598 1.27444 -7.12277
H 0.01044 2.85404 -3.46692
H 3.53455 -1.29837 -1.32348
C -2.46602 4.90084 3.35444
C -3.65963 4.19208 2.83159
N -3.64060 3.16577 2.05730
C -4.91350 2.73336 1.76058
C -5.93500 3.49002 2.36408
S -5.29043 4.73694 3.26724
C -5.14281 1.61378 0.91359
C -6.42071 1.14584 0.55560
S -6.30136 -0.16479 -0.47034
C -4.53172 -0.05787 -0.38377
N -4.10391 0.90071 0.36193
C -3.69268 -1.03700 -1.11574
H -1.57743 4.51321 2.86350
H -2.37808 4.74448 4.43174
H -2.54214 5.97464 3.18158
H -7.00060 3.34672 2.28184
H -7.37651 1.54241 0.85881
H -4.10993 -1.25662 -2.09799
H -3.65115 -1.97782 -0.56075
H -2.67973 -0.65387 -1.21119
*
```

## Properties
Relative energy (zero: lowest compared OMol25 entry of this formula, charge and spin)   0.82 kcal/mol
Kohn-Sham gap (alpha / beta)   5.075 / 5.167 eV


The molecule C9H9N3O3. Source: OMol25; level of theory: ωB97M-V/def2-TZVPD.

Geometry as ORCA input:
```
! RIJCOSX wB97M-V def2-TZVPD def2/J DEFGRID3
* xyz 0 1
C 2.05185 1.83957 -0.85388
C 0.87126 2.24349 -0.19626
C -2.57985 -0.99311 -1.50858
C 2.47595 0.55587 -0.57598
C 0.19232 1.40403 0.58602
C -3.02504 -1.34841 -0.27035
C -1.16213 -0.67660 -1.42652
C 1.71688 -0.54530 -0.07046
C 0.43976 -0.00632 0.66184
N -1.99391 -1.08150 0.68707
N -0.91722 -0.77467 -0.05686
N 0.46596 -0.35130 2.17505
O -0.55084 -0.09894 2.83579
O -0.28835 -0.43196 -2.20428
O 1.49017 -0.82826 2.61676
H 2.69782 2.48823 -1.38441
H 0.55622 3.21457 -0.15372
H -3.09389 -1.11977 -2.43454
H 3.37935 0.33925 -1.10396
H -0.53136 1.74782 1.33365
H -4.06353 -1.67134 -0.09196
H 1.53553 -1.30626 -0.87942
H 2.35498 -1.07214 0.69638
H -2.02195 -1.52695 1.61861
*
```

## Properties
Relative energy (zero: lowest compared OMol25 entry of this formula, charge and spin)   163.24 kcal/mol
Kohn-Sham gap   7.543 eV


Computed molar mass, in the same sequence as the records: 272.33, 992.94, 184.07, 840.89, 207.19 g mol⁻¹.